The following is a quantum chemistry calculation of a structure of composition C43H30BrN9O5S2W, from OMol25.

Calculated values
Energy, eV: -162254.733
HOMO (alpha / beta), Eh: -0.4749 / -0.4749
Gap between HOMO and LUMO (alpha / beta), eV: 5.5923 / 5.5713
ΔE to the lowest compared entry with this formula, charge and spin, eV: 0.0399
Charge: +2

The geometry in XYZ format:
```
91
Properties=species:S:1:pos:R:3:lowdin_charge:R:1
W -1.0310 0.3602 -0.0160 1.965
O -1.7639 0.3746 -3.9929 0.185
C -1.1749 0.4230 -2.9566 -0.433
N -1.6099 1.1134 -1.7943 -0.057
C -2.3518 2.2722 -1.8893 -0.221
C -2.6478 3.0147 -3.0426 -0.005
C -3.4010 4.1506 -2.8947 -0.038
C -3.8611 4.5640 -1.6296 -0.035
C -3.5777 3.8484 -0.4941 0.022
C -2.8004 2.6853 -0.6311 -0.181
N -2.4159 1.7909 0.3487 -0.027
C -3.0631 1.8097 1.6161 -0.377
O -3.4378 2.7862 2.1905 0.187
C -3.2708 0.4149 2.0926 -0.176
C -4.1205 0.1090 3.1282 0.054
C -4.3227 -1.2322 3.4314 0.009
C -3.6685 -2.1901 2.6781 0.007
C -2.8128 -1.7921 1.6613 -0.051
N -2.6124 -0.5059 1.3756 0.015
C 0.1892 -0.1547 -2.7369 -0.252
C 0.9778 -0.6068 -3.7672 0.049
C 2.3055 -0.9074 -3.4879 -0.004
C 2.7831 -0.7214 -2.1986 -0.007
C 1.9125 -0.2956 -1.2127 -0.079
N 0.6295 -0.0371 -1.4783 -0.045
H -2.3130 2.6869 -4.0142 0.116
H -3.6538 4.7389 -3.7662 0.120
H -4.4466 5.4698 -1.5521 0.121
H -3.9145 4.1786 0.4748 0.114
H -4.6146 0.9105 3.6597 0.142
H -4.9909 -1.5200 4.2315 0.132
H -3.8106 -3.2450 2.8642 0.127
H -2.2944 -2.5238 1.0632 0.113
H 0.5572 -0.6762 -4.7612 0.144
H 2.9741 -1.2529 -4.2655 0.098
H 3.8192 -0.9143 -1.9572 0.099
H 2.2428 -0.1504 -0.1934 0.128
Br 5.6573 -2.5496 -3.7187 0.804
C 4.5486 -3.7266 -2.7335 -0.689
C 4.9061 -4.0800 -1.4411 -0.106
C 4.0946 -4.9496 -0.7297 -0.019
C 2.9123 -5.4096 -1.2932 -0.264
C 2.5727 -5.0717 -2.5980 -0.012
C 3.4027 -4.2338 -3.3258 -0.118
N 2.1340 -6.3583 -0.5479 0.109
N 0.9584 -6.1262 -0.2600 0.104
C 0.3592 -4.8513 -0.5538 -0.210
C -0.6274 -4.7425 -1.4973 0.010
C -1.3132 -3.5292 -1.7148 0.055
C -1.0053 -2.4430 -0.9418 -0.327
O -1.6343 -1.2503 -1.0118 -0.235
C -0.0236 -2.5503 0.0546 -0.180
N 0.1486 -1.4232 0.8076 -0.002
C 0.9928 -1.4730 1.8220 -0.069
C 1.7320 -2.6255 2.1240 0.007
C 1.5792 -3.7560 1.3651 0.051
C 0.6680 -3.7480 0.2863 -0.073
H 5.8254 -3.7098 -1.0087 0.111
H 4.3854 -5.2881 0.2568 0.123
H 1.6909 -5.4935 -3.0603 0.121
H 3.1696 -3.9963 -4.3551 0.110
H -0.8875 -5.6128 -2.0861 0.133
H -2.0913 -3.4604 -2.4635 0.138
H 1.0867 -0.5820 2.4267 0.124
H 2.4049 -2.6053 2.9690 0.126
H 2.1288 -4.6571 1.6054 0.127
O 1.1821 4.4068 3.3102 0.091
C 0.6745 3.4603 4.1108 -0.245
C 0.7483 3.6840 5.4864 0.015
C 0.2373 2.7609 6.3698 -0.041
C -0.3635 1.5832 5.9133 -0.068
C -0.4378 1.3505 4.5625 -0.029
C 0.0804 2.2754 3.6381 -0.079
C -0.0150 1.9835 2.2192 -0.370
O -0.5003 0.8027 1.8637 -0.263
N 0.3752 2.7918 1.2964 0.019
N 0.2508 2.2457 0.0186 -0.156
C 0.6685 3.1154 -0.8722 -0.822
S 0.8709 2.8051 -2.5685 1.046
C 1.8264 4.3081 -2.9154 -0.457
C 1.3007 5.3965 -2.0108 -0.475
S 1.1356 4.7055 -0.3450 1.045
H 1.0551 4.1531 2.3805 0.042
H 1.2105 4.5996 5.8286 0.131
H 0.3003 2.9542 7.4323 0.119
H -0.7655 0.8679 6.6165 0.109
H -0.9016 0.4455 4.1908 0.109
H 1.6807 4.5413 -3.9691 0.095
H 2.8783 4.0964 -2.7305 0.091
H 0.3280 5.7611 -2.3382 0.089
H 1.9959 6.2326 -1.9482 0.096
```